Computed, not measured: C30H85Fe2N5O18S2 as an isolated structure, with wB97M-V/def2-TZVPD.

Geometry (Å):
Fe (0.08668, 0.40204, 2.78925)
Fe (-2.54245, 1.41874, -1.15907)
S (-0.05022, -0.63531, -0.34880)
O (1.06783, -0.56104, -1.30116)
O (0.28530, 0.03671, 0.91157)
O (-1.18326, 0.13929, -0.91660)
O (-0.44886, -1.98922, -0.04971)
S (-2.44614, 1.95742, 1.44687)
O (-3.13442, 0.92020, 0.65705)
O (-1.48039, 1.40067, 2.40236)
O (-1.70380, 2.47426, 0.25823)
O (-3.33707, 2.93554, 2.01005)
C (0.40166, 4.13551, 3.15425)
C (1.10683, 3.43497, 1.99030)
C (2.28174, 4.23684, 1.36402)
O (1.66646, 5.39070, 0.85002)
C (2.57552, 6.46581, 0.65839)
N (1.53873, 2.07443, 2.44535)
H (-0.55748, 3.62299, 3.24908)
H (0.10248, 5.11893, 2.78699)
H (0.96273, 4.19323, 4.08517)
H (0.36986, 3.33830, 1.18964)
H (2.75481, 3.63463, 0.58515)
H (2.97982, 4.48103, 2.17438)
H (3.04942, 6.76558, 1.59806)
H (2.07982, 7.34380, 0.25439)
H (3.34900, 6.11397, -0.03194)
H (2.00513, 1.76385, 1.56587)
H (2.42556, 2.33641, 2.89377)
C (1.00337, 2.89362, -1.68252)
C (-0.26731, 3.35800, -2.31665)
C (0.03782, 4.20335, -3.57002)
O (-1.06082, 4.41509, -4.41100)
C (-0.70381, 4.54853, -5.78870)
N (-1.26051, 2.26290, -2.61660)
H (0.84582, 2.32385, -0.76326)
H (1.58609, 3.74511, -1.31686)
H (1.66346, 2.29897, -2.31472)
H (-0.76049, 4.06248, -1.63693)
H (0.88580, 3.72099, -4.06980)
H (0.39067, 5.15073, -3.14625)
H (-1.60199, 4.23223, -6.31617)
H (0.12810, 3.91089, -6.09433)
H (-0.43680, 5.58436, -6.00338)
H (-1.72470, 2.69878, -3.41923)
H (-0.62078, 1.58159, -3.05762)
C (-4.35725, -1.87337, -3.44152)
C (-3.59206, -0.53161, -3.34431)
C (-4.10767, 0.41971, -4.39069)
O (-3.64102, 1.72923, -4.16934)
C (-4.17175, 2.62149, -5.15836)
N (-3.76908, -0.01016, -1.93551)
H (-4.02593, -2.67167, -2.77852)
H (-4.27741, -2.29657, -4.44527)
H (-5.42847, -1.73518, -3.26767)
H (-2.53109, -0.75126, -3.48561)
H (-5.19998, 0.46238, -4.28852)
H (-3.85699, -0.06818, -5.33642)
H (-3.90140, 2.37473, -6.18576)
H (-3.77565, 3.60108, -4.90436)
H (-5.26153, 2.64163, -5.08825)
H (-3.73734, -0.85448, -1.35384)
H (-4.78555, 0.13555, -1.91484)
C (1.68221, 0.36575, 6.66923)
C (1.64876, 0.54400, 5.15274)
C (2.26393, -0.61444, 4.38388)
O (1.81839, -0.58443, 3.02901)
C (2.77779, -1.26004, 2.18255)
N (0.19239, 0.64503, 4.78535)
H (1.15694, -0.56280, 6.90540)
H (1.31948, 1.18304, 7.28981)
H (2.71600, 0.22217, 7.00124)
H (2.07227, 1.50939, 4.87565)
H (2.01589, -1.52114, 4.95547)
H (3.35345, -0.66041, 4.45124)
H (3.70386, -0.69042, 2.21957)
H (2.41853, -1.37546, 1.16759)
H (2.97596, -2.26957, 2.53858)
H (-0.21324, -0.07945, 5.39016)
H (-0.12574, 1.47235, 5.29356)
C (-3.17106, -1.96780, 2.41222)
C (-2.22876, -1.45149, 3.51258)
C (-2.36706, -2.18126, 4.83743)
O (-1.59904, -1.51545, 5.83018)
C (-1.76479, -2.17851, 7.07904)
N (-0.83990, -1.49536, 2.90838)
H (-4.22872, -1.78483, 2.59975)
H (-2.97440, -3.02224, 2.19125)
H (-2.95931, -1.48302, 1.45790)
H (-2.49728, -0.39754, 3.59663)
H (-2.11911, -3.24484, 4.84758)
H (-3.44892, -2.09909, 5.00529)
H (-2.81569, -2.07402, 7.37190)
H (-1.12636, -1.78767, 7.86686)
H (-1.64841, -3.26840, 7.08702)
H (-0.40609, -2.31978, 3.36086)
H (-0.98660, -1.91352, 1.98680)
C (0.50986, -0.63076, -6.07639)
C (1.31696, -0.42084, -4.81651)
O (0.47141, 0.12021, -3.80212)
H (-0.28037, -1.38092, -5.98552)
H (1.16600, -1.02516, -6.85670)
H (-0.01344, 0.22786, -6.50230)
H (2.16424, 0.27089, -4.89800)
H (1.75797, -1.37910, -4.51993)
H (0.84437, -0.10083, -2.91769)
C (5.38879, 1.50783, 0.07383)
C (4.13019, 1.41045, -0.75605)
O (3.03565, 1.06813, 0.13907)
H (5.76278, 0.54849, 0.42366)
H (5.39312, 2.29503, 0.82553)
H (6.15039, 1.81292, -0.65770)
H (4.24437, 0.58002, -1.45861)
H (3.86672, 2.28679, -1.35203)
H (2.50934, 0.41032, -0.34222)
C (2.83793, -5.25181, -1.66820)
C (2.04603, -3.95294, -1.69172)
O (2.80015, -2.91325, -1.06516)
H (3.80916, -4.93854, -2.05530)
H (2.32713, -5.96318, -2.31627)
H (2.94777, -5.70681, -0.68393)
H (1.08768, -4.10235, -1.19106)
H (1.98075, -3.73328, -2.76014)
H (2.17500, -2.17916, -0.95036)
C (-1.40976, -3.57597, -3.55076)
C (-2.00454, -4.28316, -2.34212)
O (-2.40277, -3.29707, -1.39170)
H (-2.11609, -2.89473, -4.02864)
H (-1.02056, -4.28776, -4.28162)
H (-0.59600, -2.91477, -3.24545)
H (-1.29744, -4.96791, -1.87055)
H (-2.89776, -4.80074, -2.69033)
H (-1.62841, -2.83613, -1.00501)
C (0.56245, -5.64091, 2.01358)
C (1.31579, -4.38304, 2.44329)
O (0.67921, -3.80696, 3.58581)
H (0.76882, -6.45109, 2.71888)
H (0.90464, -6.07678, 1.07458)
H (-0.49897, -5.40188, 2.02527)
H (1.36740, -3.68674, 1.60266)
H (2.36847, -4.54571, 2.69905)
H (0.99115, -4.28246, 4.36212)

Cartesian forces, eV/Å:
Fe 0.1 0.0 -1.2
Fe 1.8 -0.2 -0.4
S 0.0 -0.3 -1.4
O -0.1 -0.1 1.2
O 1.1 0.9 0.4
O 0.1 -0.9 -0.8
O 0.0 -0.4 0.1
S -1.9 2.8 -0.7
O -2.5 -2.7 0.8
O -0.2 -0.1 1.0
O 1.8 2.4 -0.6
O 1.1 -1.1 0.2
C -0.6 0.1 -1.4
C -0.4 0.5 0.4
C -1.3 -0.2 0.9
O 0.0 0.3 0.0
C 0.5 -0.4 -0.1
N 1.3 1.1 -1.9
H 0.1 -0.1 0.7
H 0.3 0.2 0.4
H 0.1 0.0 0.0
H 0.0 -0.2 0.1
H 0.3 0.1 0.0
H 0.3 0.1 -0.2
H 0.0 -0.1 0.1
H -0.3 -0.2 -0.1
H 0.1 0.4 0.0
H -0.5 -0.8 0.2
H -0.4 -0.7 1.0
C 0.7 -0.2 1.0
C -1.2 1.1 0.5
C 0.8 0.0 0.7
O 0.3 -0.8 0.2
C -0.5 0.1 0.1
N 1.2 1.0 -0.8
H -0.3 -0.2 -0.2
H -0.1 0.2 -0.4
H -0.2 0.0 -0.3
H -0.1 -0.3 0.2
H -0.2 0.1 -0.4
H 0.2 0.1 -0.3
H 0.1 0.3 -0.3
H 0.0 -0.2 0.3
H -0.1 0.0 -0.1
H -0.6 -0.5 0.0
H -0.7 -0.7 0.0
C -0.4 0.1 -0.5
C 0.3 -1.4 0.5
C -0.6 -0.3 1.0
O 0.4 -0.3 -0.9
C -0.1 0.4 0.5
N -1.7 -0.7 -0.8
H 0.3 0.5 0.2
H 0.0 0.2 -0.1
H 0.0 0.2 0.0
H 0.1 0.3 0.1
H -0.1 -0.2 -0.3
H 0.1 0.6 -0.4
H 0.2 -0.3 0.1
H 0.0 0.1 -0.1
H 0.0 0.0 0.0
H 0.7 0.1 0.2
H 0.1 0.7 0.3
C 1.3 -0.8 0.0
C -0.3 1.1 0.6
C 0.2 -0.2 1.4
O 1.2 -1.0 0.7
C 0.4 -0.4 -0.2
N 0.5 -0.2 1.8
H -0.1 0.1 0.2
H -0.4 0.2 -0.4
H 0.0 -0.1 0.0
H 0.3 -0.2 0.0
H -0.7 -0.3 -0.8
H 0.1 0.7 -0.3
H 0.0 0.1 -0.3
H -0.2 0.4 0.1
H -0.2 0.0 0.4
H -0.7 -0.4 -0.7
H -0.2 0.3 -0.7
C 0.1 -0.5 -0.2
C -0.1 0.1 -1.5
C -0.5 0.9 -0.5
O 0.4 -0.6 0.2
C -1.2 -0.3 0.7
N -0.9 -1.3 1.0
H 0.1 -0.2 0.3
H -0.3 -0.1 0.3
H 0.1 0.4 0.2
H 0.1 0.0 0.7
H 0.2 0.0 -0.5
H 0.1 -0.1 0.7
H 0.1 0.3 0.3
H 0.1 0.4 -0.3
H 0.5 0.0 -0.7
H 0.7 0.7 0.1
H 0.3 0.6 -0.4
C 0.0 -0.3 -0.8
C -0.1 0.3 0.1
O -0.1 -0.2 0.8
H 0.2 -0.1 0.5
H 0.0 0.1 0.0
H 0.4 0.4 0.3
H -0.1 -0.1 -0.6
H -0.2 0.0 0.2
H -0.3 0.0 -0.7
C 0.9 0.7 -1.6
C -0.3 -1.0 0.9
O 0.0 -0.1 -0.6
H -0.4 0.0 0.4
H -0.3 -0.2 0.2
H 0.2 0.1 0.2
H 0.0 0.1 -0.1
H 0.2 0.2 0.3
H -0.2 0.2 0.1
C 0.0 0.7 0.1
C 0.7 -0.7 0.0
O -0.5 0.1 0.5
H 0.2 -0.7 -0.1
H 0.3 -0.1 -0.1
H 0.0 0.2 0.1
H -0.3 0.3 -0.3
H -0.7 0.3 0.0
H 0.3 -0.1 -0.3
C 0.6 0.1 0.0
C 0.2 1.1 -0.4
O -0.3 0.2 0.5
H -0.2 -0.4 0.0
H -0.1 0.1 -0.1
H 0.3 -0.2 0.1
H -0.1 -0.2 -0.2
H 0.0 -0.3 0.4
H -0.3 -0.6 -0.4
C 0.8 -0.2 0.6
C 0.5 -0.7 -0.6
O 0.1 0.5 0.1
H -0.3 0.1 0.3
H -0.2 0.5 -0.3
H -0.1 -0.2 -0.3
H -0.5 0.4 0.3
H -0.1 -0.4 -0.1
H -0.1 0.0 0.0

Its orbital gap (spin up / spin down) is 10.1 / 7.1 eV. Its spin multiplicity is 11. Its charge is +2. Its expectation value of S² is 30.012. For the LUMO energy (spin up / spin down), the calculation gives -3.854 / -6.840 eV. The largest force on an atom comes out at 3.77 eV/Å.